(1)
A cluster of 2 separate species, C5H10FO3S in total at a distorted geometry. Source: the OMol25 dataset; level of theory: ωB97M-V/def2-TZVPD.

Cartesian coordinates (Å):
1 C 1.768 -1.351 -0.063
2 C 0.085 -0.548 -1.768
3 C 1.010 1.387 0.767
4 C 0.355 -0.843 -0.270
5 C 0.157 0.454 0.529
6 O -2.459 0.102 0.617
7 O -1.019 -0.376 2.526
8 O -1.504 1.899 1.886
9 F -3.157 1.550 -1.141
10 S -1.343 0.530 1.483
11 H 2.434 -0.739 -0.558
12 H 1.867 -2.370 -0.375
13 H 1.890 -1.254 0.964
14 H -0.862 -0.937 -2.131
15 H 0.886 -0.836 -2.460
16 H 0.064 0.532 -1.937
17 H -2.690 0.900 -0.410
18 H 0.595 2.060 1.581
19 H 2.129 1.384 0.392
20 H -0.206 -1.545 0.369

The electronic energy comes out at -25043.384 eV. As for the HOMO-LUMO gap: 0.35215 Ha. Its LUMO energy is 3.52 eV. As for the spin multiplicity: 1. For the energy above the lowest of the compared OMol25 structures with the same formula, charge and spin, the calculation gives 20.7 kcal/mol. The total charge is -1.

=====

(2)
A structure of composition C40H58N4P2Sc at a distorted geometry. Source: the OMol25 dataset; level of theory: ωB97M-V/def2-TZVPD.

Cartesian coordinates (Å):
1 Sc 9.815 12.536 10.637
2 C 11.904 13.749 6.615
3 C 12.848 13.349 7.772
4 C 13.376 14.543 8.532
5 P 12.041 12.234 8.994
6 C 11.836 10.543 8.195
7 C 11.652 9.500 9.317
8 C 12.935 10.049 7.292
9 C 13.300 11.747 10.218
10 C 14.627 11.385 9.950
11 C 15.539 11.105 10.979
12 C 15.087 11.246 12.270
13 C 13.751 11.478 12.577
14 C 12.797 11.686 11.555
15 N 11.402 11.915 11.753
16 C 10.930 11.776 13.056
17 C 11.140 10.601 13.729
18 C 10.756 10.394 15.042
19 C 10.007 11.338 15.691
20 C 9.675 12.465 14.987
21 C 10.154 12.737 13.725
22 P 9.853 14.326 12.792
23 C 8.320 15.152 13.432
24 C 8.394 15.934 14.799
25 C 7.099 14.229 13.418
26 C 11.208 15.455 13.355
27 C 11.069 16.842 12.661
28 C 12.587 14.774 13.093
29 H 12.514 14.157 5.785
30 H 11.454 12.873 6.181
31 H 11.113 14.430 6.942
32 H 13.767 12.865 7.333
33 H 12.537 15.088 8.968
34 H 14.105 14.234 9.305
35 H 13.830 15.203 7.789
36 H 10.916 10.492 7.617
37 H 12.600 9.125 9.670
38 H 11.034 9.870 10.166
39 H 11.034 8.705 8.837
40 H 13.920 10.017 7.777
41 H 12.699 8.991 6.925
42 H 13.013 10.629 6.379
43 H 14.945 11.414 8.910
44 H 16.604 10.826 10.802
45 H 15.721 11.100 13.083
46 H 13.411 11.467 13.626
47 H 11.731 9.882 13.194
48 H 11.110 9.508 15.535
49 H 9.676 11.194 16.716
50 H 9.108 13.232 15.552
51 H 8.184 15.918 12.675
52 H 8.467 15.253 15.667
53 H 9.227 16.588 14.857
54 H 7.485 16.594 14.847
55 H 7.071 13.502 14.191
56 H 6.265 14.842 13.673
57 H 6.867 13.730 12.462
58 H 11.154 15.632 14.419
59 H 11.077 16.788 11.561
60 H 10.098 17.273 12.932
61 H 11.841 17.559 12.958
62 H 12.755 14.621 12.038
63 H 13.407 15.476 13.422
64 H 12.636 13.826 13.671
65 N 8.009 11.622 11.713
66 C 8.104 10.141 11.778
67 C 8.311 9.564 13.011
68 C 8.644 8.183 13.089
69 C 8.871 7.505 11.895
70 C 8.797 8.131 10.654
71 C 8.372 9.440 10.599
72 C 8.224 10.120 9.259
73 C 7.670 9.411 8.229
74 C 7.506 9.925 6.957
75 C 8.060 11.203 6.666
76 C 8.612 11.906 7.741
77 C 8.631 11.453 9.044
78 H 7.810 11.923 12.658
79 H 7.211 11.810 11.139
80 H 8.114 10.069 13.951
81 H 8.592 7.649 14.046
82 H 9.139 6.425 12.000
83 H 9.008 7.498 9.775
84 H 7.343 8.435 8.419
85 H 6.978 9.353 6.231
86 H 8.112 11.485 5.609
87 H 9.119 12.881 7.571
88 C 6.166 15.448 8.535
89 C 7.512 15.921 9.028
90 C 8.302 16.371 7.846
91 C 7.420 17.000 10.083
92 N 8.115 14.715 9.630
93 N 9.531 14.586 9.516
94 H 5.550 16.291 8.243
95 H 5.780 14.802 9.337
96 H 6.374 14.878 7.689
97 H 7.775 17.163 7.363
98 H 8.376 15.559 7.070
99 H 9.329 16.786 8.045
100 H 7.187 18.022 9.695
101 H 8.384 17.011 10.625
102 H 6.705 16.596 10.831
103 H 7.822 13.966 9.018
104 H 10.029 15.231 10.110
105 H 9.830 14.684 8.535

The electronic energy comes out at -87656.324 eV. As for the HOMO-LUMO gap: 0.28963 Ha. Its LUMO energy is -2.05 eV. As for the spin multiplicity: 1. The total charge is +1.

=====

(3)
The molecule C9H18NO6PS2. Source: the OMol25 dataset; level of theory: ωB97M-V/def2-TZVPD.

Cartesian coordinates (Å):
1 C -3.445 -2.067 1.632
2 C -2.460 -2.288 0.500
3 O -2.323 -1.119 -0.304
4 P -1.439 0.133 0.204
5 S -0.207 -0.247 1.664
6 O -2.483 1.223 0.716
7 C -3.594 1.689 -0.057
8 C -3.328 3.088 -0.581
9 S -0.876 0.866 -1.710
10 C -0.180 -0.729 -2.293
11 O 0.471 -1.344 -1.234
12 C 1.852 -1.263 -1.230
13 O 2.495 -1.041 -2.218
14 N 2.318 -1.571 -0.001
15 C 3.682 -1.220 0.304
16 C 3.840 0.300 0.371
17 O 2.979 1.078 0.074
18 O 5.060 0.635 0.791
19 C 5.330 2.031 0.868
20 H -3.562 -2.985 2.201
21 H -3.071 -1.287 2.292
22 H -4.413 -1.763 1.240
23 H -2.805 -3.065 -0.187
24 H -1.479 -2.564 0.900
25 H -4.447 1.686 0.628
26 H -3.790 0.994 -0.879
27 H -2.481 3.078 -1.263
28 H -4.206 3.452 -1.107
29 H -3.103 3.756 0.246
30 H -1.005 -1.360 -2.625
31 H 0.509 -0.504 -3.113
32 H 1.641 -1.452 0.750
33 H 4.330 -1.590 -0.496
34 H 3.980 -1.671 1.250
35 H 4.611 2.519 1.528
36 H 5.263 2.483 -0.124
37 H 6.339 2.123 1.263

The electronic energy comes out at -54362.234 eV. As for the HOMO-LUMO gap: 0.34931 Ha. Its LUMO energy is 0.60 eV. As for the spin multiplicity: 1. For the energy above the lowest of the compared OMol25 structures with the same formula, charge and spin, the calculation gives 0.3 kcal/mol. Its SMILES is CCOP(=S)(OCC)SCOC(=O)NCC(=O)OC. The total charge is 0.

=====

What did the third record say?
The molecule C9H18NO6PS2. Source: the OMol25 dataset; level of theory: ωB97M-V/def2-TZVPD.

Cartesian coordinates (Å):
1 C -3.445 -2.067 1.632
2 C -2.460 -2.288 0.500
3 O -2.323 -1.119 -0.304
4 P -1.439 0.133 0.204
5 S -0.207 -0.247 1.664
6 O -2.483 1.223 0.716
7 C -3.594 1.689 -0.057
8 C -3.328 3.088 -0.581
9 S -0.876 0.866 -1.710
10 C -0.180 -0.729 -2.293
11 O 0.471 -1.344 -1.234
12 C 1.852 -1.263 -1.230
13 O 2.495 -1.041 -2.218
14 N 2.318 -1.571 -0.001
15 C 3.682 -1.220 0.304
16 C 3.840 0.300 0.371
17 O 2.979 1.078 0.074
18 O 5.060 0.635 0.791
19 C 5.330 2.031 0.868
20 H -3.562 -2.985 2.201
21 H -3.071 -1.287 2.292
22 H -4.413 -1.763 1.240
23 H -2.805 -3.065 -0.187
24 H -1.479 -2.564 0.900
25 H -4.447 1.686 0.628
26 H -3.790 0.994 -0.879
27 H -2.481 3.078 -1.263
28 H -4.206 3.452 -1.107
29 H -3.103 3.756 0.246
30 H -1.005 -1.360 -2.625
31 H 0.509 -0.504 -3.113
32 H 1.641 -1.452 0.750
33 H 4.330 -1.590 -0.496
34 H 3.980 -1.671 1.250
35 H 4.611 2.519 1.528
36 H 5.263 2.483 -0.124
37 H 6.339 2.123 1.263

The electronic energy comes out at -54362.234 eV. As for the HOMO-LUMO gap: 0.34931 Ha. Its LUMO energy is 0.60 eV. As for the spin multiplicity: 1. For the energy above the lowest of the compared OMol25 structures with the same formula, charge and spin, the calculation gives 0.3 kcal/mol. Its SMILES is CCOP(=S)(OCC)SCOC(=O)NCC(=O)OC. The total charge is 0.

=====

What is the formula in the third record? C9H18NO6PS2